(1)
A 2-piece molecular cluster, C4H4F2 overall. Source: the Open Molecules 2025 dataset; level of theory: wB97M-V/def2-TZVPD.

Geometry as XYZ:
```
10
Properties=species:S:1:pos:R:3:forces:R:3
C -1.75027 0.19956 -0.94368 -1.421 0.368 2.195
C -2.46741 -0.30113 0.08619 0.963 1.162 -2.530
C -1.68388 -1.19495 -0.75078 -0.458 0.297 0.638
C 2.16304 -0.03029 0.46201 -2.807 3.247 0.695
F -1.43904 1.30255 -1.58595 0.209 -1.000 -0.105
F -3.38141 -0.01871 0.98287 0.714 -0.827 -0.198
H 2.69576 -0.89070 0.56892 1.019 -2.645 0.772
H 1.02445 -0.06856 0.67567 2.044 -0.393 0.012
H 2.22002 0.21274 -0.57356 0.187 0.537 -0.852
H 2.61872 0.78950 1.07830 -0.449 -0.746 -0.627
```
Positions in Å, forces in eV/Å.

- E_LUMO: 0.015 Ha
- Kohn-Sham gap: 10.2 eV
- Total charge: 0
- HOMO level: -9.78 eV
- Total energy: -9642.4937 eV
- Maximum force: 4.35 eV/A

=====

(2)
C23H29N11O9OsP2S2 as an isolated structure. Source: the Open Molecules 2025 dataset; level of theory: wB97M-V/def2-TZVPD.

Geometry as XYZ:
```
77
Properties=species:S:1:pos:R:3:forces:R:3
Os 0.97338 0.21790 1.27684 -0.001 0.224 0.222
C 4.53646 3.82498 2.82005 -0.006 -0.004 0.001
C 3.50739 3.11447 3.61246 -0.089 -0.138 -0.199
N 3.32978 3.17445 4.88585 -0.097 -0.041 0.227
N 2.29366 2.31219 5.13999 0.141 0.143 0.181
C 1.82198 1.70820 4.05558 -0.213 -0.147 -0.082
S 0.62206 0.53156 3.90126 0.055 0.119 0.193
N 2.57765 2.23948 3.06225 0.175 0.086 -0.113
N 2.47707 1.82368 1.73394 0.144 0.014 -0.003
H 5.11922 4.45132 3.48988 0.003 -0.007 -0.003
H 4.08141 4.45870 2.05661 0.003 -0.007 0.011
H 5.20040 3.10925 2.33110 -0.015 0.006 0.002
H 1.98179 2.16431 6.08603 0.002 0.002 0.014
H 3.37510 1.36298 1.47022 0.041 -0.061 -0.071
H 2.33424 2.63256 1.13424 -0.030 0.000 0.056
N 3.08285 -2.98768 -0.63489 0.056 0.040 -0.110
C 3.77965 -1.63821 -0.61066 -0.018 -0.063 -0.067
C 5.15771 -1.76521 -1.25291 -0.019 -0.023 -0.008
P 2.61004 -0.49378 -1.54993 -0.007 0.252 0.416
O 3.47524 0.06929 -2.75896 0.090 0.112 -0.116
O 1.55053 -1.40996 -2.02622 -0.098 -0.070 -0.152
O 2.28020 0.67752 -0.62774 0.157 -0.142 -0.436
P 3.89197 -1.11203 1.12819 -0.638 0.231 0.274
O 4.58207 -2.38819 1.76222 0.162 -0.151 0.123
O 4.64043 0.15161 1.32231 0.037 0.148 -0.014
O 2.42157 -1.12269 1.62656 0.813 -0.379 -0.136
H 3.75055 -3.75469 -0.69146 0.010 -0.001 0.030
H 2.44387 -2.96248 -1.45135 0.030 0.008 -0.027
H 2.45546 -3.14102 0.17425 -0.078 0.041 0.129
H 5.07507 -2.06965 -2.29641 0.004 -0.004 -0.002
H 5.77283 -2.48443 -0.70842 -0.003 0.002 -0.008
H 5.66668 -0.80361 -1.22663 -0.009 -0.004 0.014
H 3.84736 0.94755 -2.60508 -0.046 -0.099 0.017
H 5.11263 -2.23086 2.55643 -0.074 -0.007 -0.088
C -2.47030 0.70998 2.01127 -0.059 0.005 -0.046
C -1.76496 1.56030 1.02072 0.635 -0.105 0.003
N -0.45690 1.60638 0.77981 -0.569 0.315 -0.120
C -0.23659 2.54221 -0.22075 -0.086 -0.206 0.163
C -1.42159 3.06261 -0.58613 -0.088 0.065 -0.129
N -2.37642 2.44486 0.20664 -0.526 0.253 -0.163
C -3.80499 2.53025 -0.01722 0.534 0.267 0.315
N -4.22310 1.56820 -1.01365 0.032 0.132 -0.951
N -4.62204 0.29378 -0.58873 -0.204 -0.524 -0.281
N -4.86587 -0.41535 -1.59309 -0.027 -0.027 0.516
C -4.63207 0.33591 -2.74384 -0.115 -0.301 -0.637
C -4.76342 0.00376 -4.06802 -0.167 -0.550 1.017
C -4.45096 1.00252 -5.00377 0.200 0.641 -0.440
C -4.03055 2.28919 -4.61246 0.050 0.142 -0.038
C -3.90323 2.62847 -3.28945 0.098 0.351 -0.390
C -4.21230 1.61650 -2.34713 0.032 -0.093 0.932
H -1.77932 0.02164 2.48603 0.038 -0.027 -0.005
H -3.25982 0.13098 1.52955 0.023 -0.014 0.032
H -2.91708 1.32754 2.79325 -0.005 0.008 0.003
H 0.74333 2.71188 -0.63225 -0.003 -0.020 0.021
H -1.67463 3.81700 -1.31016 0.008 0.018 0.026
H -4.05913 3.53140 -0.35691 -0.030 0.010 -0.008
H -4.34810 2.30783 0.89664 -0.028 -0.015 0.014
H -5.09649 -0.97688 -4.38182 0.007 -0.004 0.027
H -4.54299 0.77960 -6.05851 0.004 0.012 -0.012
H -3.81200 3.02222 -5.37663 -0.002 -0.015 0.009
H -3.59665 3.62115 -2.98787 -0.008 -0.024 -0.014
O -1.45480 -0.25555 -1.04370 -0.243 0.364 -0.451
C -1.17522 -1.24084 -0.40189 0.529 -0.322 0.870
N -0.24100 -1.26477 0.64706 -0.457 -0.450 -0.273
S -0.23224 -2.74617 1.44839 0.235 0.504 -0.178
O -0.60294 -2.51668 2.80943 -0.066 -0.101 0.003
O 0.98946 -3.46563 1.18568 -0.073 -0.146 -0.011
C -1.49553 -3.44971 0.46578 -0.051 -0.037 -0.047
C -2.02752 -4.71934 0.56166 -0.061 0.013 -0.051
C -2.95241 -5.08267 -0.40969 -0.008 -0.021 0.008
C -3.30241 -4.20538 -1.43431 -0.012 0.002 -0.019
C -2.75284 -2.93320 -1.50689 0.019 -0.090 0.068
C -1.84349 -2.56066 -0.53334 -0.050 -0.072 -0.024
H -1.73954 -5.39931 1.35182 0.002 0.005 -0.006
H -3.40099 -6.06621 -0.37442 0.001 0.002 -0.006
H -4.01201 -4.52762 -2.18427 -0.006 -0.013 0.004
H -3.00670 -2.24770 -2.30242 0.014 -0.011 -0.007
```
Positions in Å, forces in eV/Å.

- Expectation value of S²: 6.03
- E_LUMO (spin up / spin down): -0.231 / -0.368 Ha
- Kohn-Sham gap (spin up / spin down): 5.5 / 3.1 eV
- Total charge: +2
- HOMO level (spin up / spin down): -11.74 / -13.08 eV
- Total energy: -101846.0943 eV
- Spin multiplicity: 5
- Maximum force: 1.17 eV/A